Molecular formula: C30H45BGeN5O6Ti
Method: DFT, the ωB97M-V functional and the def2-TZVPD basis

Calculated values
<S²>	0.7536
relative energy (zero: lowest compared OMol25 entry of this formula, charge and spin)	20.6	kcal per mole
orbital gap (spin up / spin down)	6.9 / 6.9	eV
lowest unoccupied orbital energy (spin up / spin down)	-6.8 / -6.8	eV
DFT total energy	-131873.714	eV
HOMO (spin up / spin down)	-13.68 / -13.68	eV

```
! RIJCOSX wB97M-V def2-TZVPD def2/J DEFGRID3
* xyz 2 2
C 1.227 2.772 -2.488
H -5.037 -0.639 -1.574
H -1.687 -4.484 -0.739
H 2.978 5.325 -5.851
C 1.384 5.132 -2.224
H 3.783 -1.334 2.362
C 0.264 -4.093 0.014
C -1.059 -4.804 0.074
N -1.121 -1.528 2.667
C -2.766 -2.749 3.758
H 2.083 -4.133 -1.183
C 2.543 -0.514 -0.872
O -3.128 -4.476 5.836
C -0.824 -2.080 4.993
H 1.468 -5.685 -0.915
C -3.130 1.027 -0.241
Ti -0.383 -0.708 0.842
H 4.126 1.194 0.566
H 3.318 5.876 -4.192
C 0.601 2.740 -1.264
H -3.734 -3.272 3.798
H -2.428 1.839 -0.524
C 0.364 3.900 -0.524
H 3.424 -2.504 1.044
C -2.986 -0.184 -1.220
B -0.287 2.232 0.668
N -1.776 2.005 3.832
H 1.513 1.946 -3.107
Ge -0.868 -2.132 -1.795
H -2.702 -1.750 7.491
H -3.600 0.888 -2.958
C 3.597 -1.466 1.279
C 3.657 3.356 -4.419
H -3.633 -3.132 8.001
C 3.155 0.929 1.090
C -2.138 -2.594 5.004
H -4.061 -2.002 -1.749
H 1.645 3.424 -6.367
N -0.762 1.408 1.723
H 3.876 3.251 -5.497
C -1.285 1.702 2.791
C 2.604 -0.431 0.660
C -2.747 0.292 -2.630
O -0.040 -2.673 -0.201
H 1.126 -5.224 1.788
N -2.920 -2.755 7.330
H 0.399 -3.655 2.095
O 1.272 -0.603 1.190
H 0.619 6.008 -0.375
C -2.886 1.796 4.506
C 1.232 3.432 -5.343
C 1.634 3.993 -2.965
H 3.545 -0.488 -1.293
C 0.994 -4.207 1.363
H 4.554 -1.275 0.829
H 2.060 0.364 -1.227
C -2.719 -3.372 6.134
C 2.548 5.472 -4.899
H -0.997 -5.848 0.071
C -4.190 -1.086 -1.136
H 1.959 -3.710 1.184
H 0.381 4.179 -5.480
C 2.288 4.036 -4.395
C 1.147 -4.658 -1.149
H 0.510 -4.800 -2.061
H -1.882 0.888 -2.753
H 0.775 2.508 -5.094
H -0.232 -2.138 5.885
H 0.551 -1.096 3.698
H -2.717 -0.506 -3.356
H -4.088 1.516 -0.182
H 1.968 -1.393 -1.199
H 1.712 6.088 -2.602
H 3.753 2.364 -3.944
C -2.267 -2.180 2.632
H 4.419 3.892 -3.804
H -2.970 0.633 0.769
H 3.386 0.841 2.149
O -0.249 3.606 0.750
H -2.873 -2.227 1.765
O -1.834 -0.955 -0.689
H 2.556 1.795 0.769
H -1.656 -4.741 0.989
H -4.618 -1.378 -0.161
C 0.743 5.148 -1.016
N -3.895 1.723 5.013
O 0.148 1.638 -0.551
H 1.664 6.100 -4.970
C -0.379 -1.596 3.770
*
```